Record 1
# C33H45F4N2O3S2SbTi

A structure of composition C33H45F4N2O3S2SbTi (the ωB97M-V functional and the def2-TZVPD basis, the OMol25 dataset).

Properties
Net charge: +2
Highest occupied orbital energy: -13.32 eV
HOMO-LUMO gap: 7.32 eV
ΔE to the lowest compared entry with this formula, charge and spin: 24.8 kcal per mole

Atoms and positions in Å:
H 0.358 1.175 6.306
C -4.380 -1.414 0.444
H -4.745 -1.300 -5.802
C 1.658 1.078 1.762
H 4.626 -0.272 -3.063
C 3.769 -0.104 -0.455
C 2.925 2.792 -0.936
C -3.154 -1.741 2.650
H -2.983 -0.664 2.624
C -3.576 -1.694 -2.656
C -4.930 0.158 -4.247
H 1.126 -3.867 -0.373
H -2.041 -3.505 3.285
C 0.742 0.345 5.728
H 3.124 3.810 -1.272
F 3.828 0.634 2.657
C 2.000 -0.183 6.017
H 2.371 -1.654 0.007
H -5.460 0.869 -4.866
F -0.450 1.723 0.966
H -3.054 -2.409 -2.030
C 2.693 1.344 2.662
H 3.213 -1.052 1.413
N 1.593 0.119 0.756
Sb -0.434 1.788 -2.279
H 3.856 -2.383 -1.966
H -1.551 1.600 -4.710
H 1.845 2.676 -0.808
O -0.792 -0.744 1.753
O 0.046 -1.365 -1.723
H 1.089 4.014 -2.253
H 3.032 2.044 -2.930
H -2.449 -2.322 0.686
H -4.956 1.418 -2.499
H -5.103 -0.933 1.105
C 0.562 1.928 1.885
H -3.793 -3.283 1.278
C -0.018 -0.193 4.706
C 0.448 2.952 2.790
H 2.587 0.244 6.818
C -1.027 0.868 -4.098
H 1.426 3.985 4.408
H -0.599 -4.029 -0.172
C 0.499 -1.265 3.985
C -4.652 0.468 -2.921
S -0.384 -1.946 2.619
H 3.014 -0.010 -3.714
H 3.414 -2.384 -3.661
H -2.586 3.319 -2.794
C 1.478 3.189 3.678
C 3.465 1.809 -1.957
C 2.585 2.369 3.591
H 3.480 -1.653 5.519
C 3.554 -0.405 -2.850
C -3.850 -1.987 -3.978
H 2.132 -2.631 3.679
C 1.751 -1.797 4.258
H -4.931 -1.991 -0.295
H -1.957 -2.157 4.424
H 0.097 -3.949 -1.831
C 0.165 -3.579 -0.809
C -4.528 -1.061 -4.770
O -2.104 -0.196 -0.342
H -4.048 -1.907 3.254
C -2.114 3.032 -1.855
C 3.234 -1.883 -2.710
C 0.762 3.359 -3.059
C -3.983 -0.465 -2.143
H -1.676 0.017 -3.905
S -3.619 -0.009 -0.476
C -3.392 -2.268 1.233
H 4.510 -0.878 -0.676
C 2.742 -0.743 0.477
H -1.745 3.930 -1.361
H 4.552 1.950 -2.064
H 3.396 2.684 0.040
H 0.132 3.920 -3.748
H -3.546 -2.937 -4.397
H -0.140 0.525 -4.629
H 2.178 -2.033 -2.451
F -0.655 3.697 2.792
H 4.313 0.678 0.075
H -0.992 0.218 4.466
H 1.629 2.977 -3.592
C 0.066 -2.112 -0.741
H -2.848 2.563 -1.204
C 2.504 -1.249 5.289
N 3.154 0.395 -1.688
C -1.992 -2.418 3.368
Ti -0.089 -0.185 -0.123
F 3.600 2.546 4.431

Record 2
# C17H22NO

The ion C17H22NO with charge +1 at a distorted geometry (the ωB97M-V functional and the def2-TZVPD basis, the OMol25 dataset).

Properties
SMILES: Cc1ccc(OCC[NH2+]Cc2ccccc2)c(C)c1
Net charge: +1
Highest occupied orbital energy: -11.04 eV
HOMO-LUMO gap: 7.70 eV
ΔE to the lowest compared entry with this formula, charge and spin: 271.1 kcal per mole

Atoms and positions in Å:
H -6.586 0.772 1.578
C -2.228 0.242 -0.635
H 2.310 -1.481 -1.802
C -2.977 1.490 -0.204
C -0.056 1.574 -0.405
C 4.104 -1.122 0.436
N 1.158 -0.609 -0.079
C 5.400 1.453 -0.136
H -2.625 2.529 -0.499
C 5.407 -0.854 0.994
C -1.998 -2.053 -0.807
H 0.430 0.734 1.487
H 3.760 1.630 -1.143
C -4.695 0.066 0.464
H 1.527 -1.171 0.464
H -1.477 -1.802 -1.722
O -0.934 0.359 -1.118
C -4.159 1.439 0.273
H -4.917 2.235 0.801
H 0.264 -0.904 -0.665
H 3.788 -2.091 0.284
C 3.566 -0.221 -0.559
H 5.901 2.416 0.000
C 0.923 0.572 0.552
H -4.485 -1.991 0.115
H 0.398 1.918 -1.143
H 5.919 -1.791 1.581
H 2.103 0.324 -1.865
H -2.560 -2.973 -0.899
H -1.329 -2.153 0.121
C -4.148 -1.144 0.296
C 2.275 -0.447 -1.041
C 5.940 0.332 1.025
H -0.608 2.253 -0.016
C 4.292 1.059 -0.559
H 1.767 1.233 0.689
H -7.041 -0.077 0.207
C -2.819 -0.959 -0.294
C -6.195 -0.118 1.044
H 6.856 0.438 1.471
H -6.249 -1.104 1.709

Record 3
# C9H12N2

An isolated molecule of C9H12N2 at a distorted geometry (the ωB97M-V functional and the def2-TZVPD basis, the OMol25 dataset).

Properties
Highest occupied orbital energy: -7.34 eV
HOMO-LUMO gap: 8.25 eV
ΔE to the lowest compared entry with this formula, charge and spin: 105.3 kcal per mole

Atoms and positions in Å:
H 0.010 1.797 -0.577
C -3.086 -0.903 -0.785
C -1.710 -1.164 -0.523
H 1.791 2.199 -0.298
C -1.517 0.849 0.781
C 3.247 -1.001 0.633
H 3.287 -2.000 0.077
H -3.589 -1.563 -1.469
H -3.286 1.973 0.975
H 0.812 -1.527 0.569
H -1.287 -2.161 -0.882
H 4.400 -0.798 0.822
C 0.589 -0.580 0.200
H 1.455 1.565 -1.947
H -1.014 1.589 1.481
N 1.518 0.249 -0.235
C 1.152 1.477 -0.827
N 2.757 0.101 -0.155
H 2.566 -1.116 1.482
C -0.870 -0.241 0.158
H -4.672 0.541 -0.175
C -2.844 1.066 0.582
C -3.657 0.207 -0.133

Record 4
# C14H14N6OsS3

A structure of composition C14H14N6OsS3 at a distorted geometry (the ωB97M-V functional and the def2-TZVPD basis, the OMol25 dataset).

Properties
Net charge: +2
Highest occupied orbital energy (alpha / beta): -15.27 / -15.31 eV
HOMO-LUMO gap (alpha / beta): 5.74 / 5.96 eV

Atoms and positions in Å:
H -0.311 5.561 -2.111
C -2.616 -2.332 2.211
H -0.986 1.870 0.689
C -2.472 -3.084 3.394
H 4.586 -3.448 0.873
H -0.451 4.773 0.419
N 2.140 -0.767 -1.982
H 2.719 -0.588 -2.791
C 3.670 -2.197 -0.585
H 0.362 0.259 -2.515
N -0.745 2.704 0.147
C 1.366 -2.379 1.074
H -0.915 3.873 1.853
H 2.572 -3.661 2.261
C -4.470 -3.682 1.385
C 0.194 4.594 -2.109
C -0.310 3.836 0.948
C 0.884 -0.358 -1.805
C 3.681 -2.938 0.581
C 2.541 -3.039 1.381
C -3.548 -2.621 1.233
S -2.070 1.284 -1.652
H 0.736 3.732 1.237
S -1.556 -0.960 2.095
S -3.668 -1.685 -0.208
H 0.883 4.546 -1.271
N -2.274 -3.648 4.371
C 1.347 -1.591 -0.076
N 0.360 -0.807 -0.664
H 4.531 -2.116 -1.229
H 0.504 -2.486 1.715
Os -1.635 -0.597 -0.215
H -1.239 3.367 -2.974
C -1.080 2.650 -1.133
N -0.769 3.508 -2.083
C 2.486 -1.549 -0.908
H 0.763 4.521 -3.038
N -5.212 -4.548 1.481

Record 5
# C46H24F7O8

A cluster of 4 separate species, C46H24F7O8 in total at a distorted geometry (the ωB97M-V functional and the def2-TZVPD basis, the OMol25 dataset).

Properties
Net charge: -1
Highest occupied orbital energy: -5.34 eV
HOMO-LUMO gap: 5.76 eV

Atoms and positions in Å:
C -3.911 0.150 -1.401
H 2.271 -5.443 -2.316
C -0.194 2.277 -1.814
C 0.229 -5.298 -2.945
C -1.680 -0.738 0.004
C 2.251 7.401 3.415
C -2.173 -4.982 -3.602
H -4.514 -8.689 -5.070
C -2.472 -9.126 -4.569
C -2.272 -6.435 -3.916
O 1.642 -5.342 3.905
H -0.815 -1.089 0.551
C -1.169 -7.276 -3.762
C 1.133 4.001 4.775
C -1.303 2.700 -2.551
C 2.907 9.669 2.973
H 0.579 -1.512 -2.280
H -4.332 -6.296 -4.489
F 2.003 -2.726 5.715
C 1.018 2.944 -1.932
C 1.154 -2.617 3.451
O -3.592 2.414 -3.020
H 3.280 10.155 0.914
H 3.129 10.666 3.330
H 2.752 7.885 0.098
F -0.891 -3.535 2.970
C -0.863 -4.448 -3.143
H -4.939 -1.497 -0.500
C 1.532 4.729 2.511
C 0.477 -2.575 -2.461
H 0.468 1.516 2.568
O 1.863 6.585 5.589
H 0.470 1.977 4.999
C -0.288 1.104 -0.902
C -3.477 -6.949 -4.380
F 1.789 -3.120 2.407
C 1.433 -4.782 -2.483
C 1.874 6.344 4.399
F -0.553 -3.010 5.039
H -2.041 4.098 -3.996
O -0.465 -5.752 4.606
C 0.763 2.752 4.303
C 1.511 4.997 3.882
C 2.543 8.681 3.871
H 2.482 8.900 4.928
C 1.969 5.764 1.538
C 2.989 9.382 1.614
F 0.569 -1.477 2.999
H -4.778 0.499 -1.945
H -2.549 -10.173 -4.832
O 0.675 0.747 -0.253
C -2.883 -1.417 0.110
C 0.045 -3.543 3.966
C -1.585 0.384 -0.808
C 0.466 -5.035 4.185
H 1.872 2.621 -1.353
O 2.035 5.503 0.354
H 0.117 5.278 -4.214
C -3.999 -0.969 -0.588
H -1.572 -2.424 -3.069
C 0.765 2.490 2.936
F 2.272 -0.868 4.622
C 1.556 -3.424 -2.241
C 1.125 4.027 -2.790
H -0.414 -9.269 -3.984
F 3.438 -2.576 4.146
O 1.068 -7.495 -3.069
C -1.273 -8.621 -4.095
H 2.067 4.552 -2.879
C 2.316 7.119 2.050
C -3.576 -8.291 -4.706
C -2.618 2.013 -2.415
C -1.184 3.777 -3.418
C 1.152 3.475 2.043
C 2.694 8.111 1.153
C -0.732 -3.086 -2.905
C 2.221 -2.198 4.530
H 1.161 3.271 0.981
O -3.138 -4.255 -3.725
H 1.129 4.205 5.836
C 0.027 4.438 -3.538
H 2.495 -3.024 -1.882
C 0.125 -6.752 -3.240
C -2.704 0.827 -1.521
H -2.950 -2.295 0.740

Taking the records one at a time from the top gives E_tot values of -3904.729167, -790.324559, -459.519716, -2155.044283, -3068.516008 Eh.